1.
19
Properties=species:S:1:pos:R:3 method="wB97M-V/def2-TZVPD" spin_multiplicity=1 charge=0 largest_force_ev_per_a=8.005 homo_lumo_gap_ev=9.27 de_lowest_kcal_mol=132.3 smiles=C1CN2C[C@H]3C[C@@H]1[C@H]32
C 0.6128 -0.0748 -1.6182
C -0.6624 0.5485 -1.3733
C -0.1613 -0.3923 1.4315
C 1.0741 -1.1654 0.6854
C 1.3340 -0.0376 -0.1803
C 0.3215 0.9096 0.6254
C -1.5775 -0.3699 0.7681
H 0.8833 -1.1922 -1.7749
H 1.2970 0.7296 -2.2006
H -1.5077 -0.0721 -1.9577
H -0.5218 1.4300 -2.0052
H -0.0239 -0.3466 2.4104
H 1.9133 -1.1866 1.4036
H 0.7493 -2.0026 0.1562
H 2.3515 0.2270 -0.5165
H 0.6018 1.7706 1.0959
H -2.2281 -0.1474 1.8068
H -2.0404 -1.3121 0.2200
N -1.0174 0.7992 -0.0958

***

2.
14
Properties=species:S:1:pos:R:3 method="wB97M-V/def2-TZVPD" spin_multiplicity=1 charge=0 largest_force_ev_per_a=1.309 homo_lumo_gap_ev=12.05 de_lowest_kcal_mol=43.7 smiles=CC[C@@]1(C#N)CO1
C 0.3817 -1.6255 -0.4162
C 0.4176 -0.1652 -0.8855
C -0.3194 0.7524 0.0360
C 0.3817 1.3939 1.1315
O -0.1293 2.1576 0.0285
C -1.7299 0.4244 0.2625
N -2.8575 0.1696 0.3294
H 0.8433 -1.7669 0.5697
H 0.9329 -2.2440 -1.1297
H -0.6418 -2.0142 -0.3642
H 1.4469 0.2029 -0.9114
H -0.0274 -0.0645 -1.8734
H -0.1741 1.3540 2.0469
H 1.4754 1.4255 1.1758

***

3.
52
Properties=species:S:1:pos:R:3 method="wB97M-V/def2-TZVPD" spin_multiplicity=1 charge=+1 largest_force_ev_per_a=2.728 homo_lumo_gap_ev=5.66 de_lowest_kcal_mol=65.3
Cd 0.2003 -0.1659 0.2180
P -1.5651 -1.8109 -0.1200
C -3.0074 -0.7827 -0.3231
C -2.9966 0.5371 0.2009
N -1.7773 1.1454 0.4732
C -1.7092 2.3762 0.9681
C -2.8687 3.0779 1.3116
C -4.1174 2.5307 0.9999
C -4.1967 1.2791 0.4154
C -0.3360 2.9888 1.2030
P 0.9755 2.6025 0.0833
H -5.1358 0.8045 0.1258
H -2.7608 4.0634 1.7435
H -5.0298 3.0785 1.2285
H -0.4168 4.0737 1.0740
H -0.0039 2.7852 2.2285
H -3.3313 0.8622 -5.0692
H -3.9723 -1.2137 -0.6283
H 1.9925 1.3835 -3.1430
O -2.5623 0.2999 -5.0823
H -2.9103 -0.5473 -5.3934
H 1.1443 1.2405 -0.3079
O 1.2713 0.7781 -3.3185
H 0.4765 1.3211 -3.1375
C 0.8177 3.6864 -1.3053
H 0.7801 4.6559 -0.7894
H 1.6892 3.6099 -1.9692
H -0.1054 3.4945 -1.8692
C 2.5436 2.8192 0.8797
H 3.3388 2.8270 0.1255
H 2.4201 3.8141 1.3182
H 2.7534 2.0504 1.6389
C -1.8224 -2.7595 1.4500
H -2.6076 -3.5262 1.3513
H -0.8796 -3.2417 1.7337
H -2.0854 -2.0657 2.2594
C -1.5587 -3.0885 -1.4192
H -0.6218 -3.6673 -1.3496
H -2.4257 -3.7702 -1.3549
H -1.5723 -2.5848 -2.3979
Te 1.5923 -0.3920 2.5781
C 2.7857 -1.9554 1.8883
C 4.0922 -1.6788 1.4221
C 4.8413 -2.7058 0.8318
C 4.3036 -3.9974 0.7047
C 3.0117 -4.2694 1.1822
C 2.2573 -3.2648 1.8022
H 4.4702 -0.6607 1.5117
H 5.8564 -2.5086 0.4774
H 4.9042 -4.8009 0.2662
H 2.6008 -5.2781 1.0857
H 1.2576 -3.4493 2.1969

***

4.
31
Properties=species:S:1:pos:R:3 method="wB97M-V/def2-TZVPD" spin_multiplicity=2 charge=-1 largest_force_ev_per_a=2.257 homo_lumo_gap_ev="2.73 / 6.84" de_lowest_kcal_mol=12.8
C -1.0608 2.3708 -2.4715
C -1.7568 2.4378 1.2459
C -1.9340 2.5322 -0.1166
C -0.4988 2.0552 1.7337
C -0.8701 2.2856 -0.9941
C 0.4911 1.6093 0.8716
C 0.3214 1.7698 -0.4891
H -2.4609 2.8503 1.9557
H -2.8793 2.8101 -0.5701
H -0.4400 1.8052 2.7881
H 1.3286 1.1149 1.3330
H -1.5069 3.3219 -2.8216
H -1.6914 1.6784 -3.0415
H 1.1195 1.5698 -1.1978
H -0.0997 2.4036 -2.9918
C -1.5926 -2.1196 -0.5476
C 2.2582 -2.2268 -0.3370
C 0.9035 -2.2337 -0.8437
C 2.4213 -1.9526 1.0262
C -0.1901 -2.0226 -0.0262
C 1.3597 -1.6750 1.8544
C 0.0219 -1.8644 1.3508
O 3.7162 -1.7045 1.4999
H 3.0257 -2.4389 -1.0745
H 0.7283 -2.6650 -1.8112
H 4.3025 -2.2032 0.9165
H 1.6202 -1.6039 2.9018
H -1.5771 -2.4914 -1.5776
H -2.0126 -1.1229 -0.7607
H -0.7638 -1.6581 2.0749
H -2.2833 -2.6325 0.1198

***

5.
18
Properties=species:S:1:pos:R:3 method="wB97M-V/def2-TZVPD" spin_multiplicity=1 charge=0 largest_force_ev_per_a=4.792 homo_lumo_gap_ev=9.03 de_lowest_kcal_mol=103.7 smiles="C=NN[C@@]1(C)C[C@H]1S"
C -1.9559 -0.3123 0.6143
C -0.6190 0.1781 0.0582
C -0.3828 1.5414 -0.1397
C -0.7310 0.8243 -1.3280
C 2.2287 -1.7028 1.3418
H -1.9839 -1.4625 0.2509
H -2.0346 -0.4616 1.6809
H -2.7794 0.3516 0.2649
H -1.0459 2.2240 0.3151
H 0.6562 1.8656 0.0018
H -1.6381 0.7816 -1.9630
H 1.6115 1.8947 -1.9537
H 1.1686 -0.4976 -0.5931
H 2.5904 -2.2622 2.2852
H 2.8401 -1.7865 0.4552
N 0.4870 -0.7827 0.0414
N 0.9819 -1.2295 1.2543
S 0.6064 0.8364 -2.5865

***

6.
8
Properties=species:S:1:pos:R:3 method="wB97M-V/def2-TZVPD" spin_multiplicity=1 charge=0 largest_force_ev_per_a=4.543 homo_lumo_gap_ev=10.33 de_lowest_kcal_mol=13.0 smiles="C=PC(F)(F)F"
C -1.5271 -0.3537 -0.0287
C 1.1102 0.1252 -0.0514
F 1.5138 0.8834 1.2493
F 0.8003 1.1272 -0.8168
F 2.2159 -0.5247 -0.4127
P -0.2388 -1.2529 0.4584
H -2.6108 -0.6575 0.0415
H -1.2634 0.6531 -0.4396